Record 1
# C2H5N3O

An isolated molecule of C2H5N3O in a non-equilibrium geometry (ωB97M-V/def2-TZVPD, the OMol25 dataset).

Structure (XYZ):
```
11
C2H5N3O, DFT ωB97M-V/def2-TZVPD
H -2.49 -1.00 -0.19
H 3.05 0.98 0.22
H -0.30 -0.39 -1.39
H -1.67 -0.29 1.33
O 1.03 1.39 -0.20
N 0.61 -0.86 0.42
N 2.08 0.68 -0.05
N 1.90 -0.57 0.24
C -0.32 -0.40 -0.36
H -2.14 0.73 -0.19
C -1.75 -0.26 0.18
```

energy relative to the best compared isomer or geometry (same formula, charge and spin) = 546.14 kJ/mol
HOMO (alpha / beta) = -8.76 / -8.75 eV

=====

Record 2
# C21H22CaClN3O4S2

C21H22CaClN3O4S2 as an isolated structure in a non-equilibrium geometry (ωB97M-V/def2-TZVPD, the OMol25 dataset).

Structure (XYZ):
```
54
C21H22CaClN3O4S2, DFT ωB97M-V/def2-TZVPD
Ca -1.03 1.51 -0.62
H 1.17 -2.83 2.10
H -3.66 0.86 3.30
H -3.58 3.10 2.61
C -4.36 -2.99 -4.53
H 3.90 1.82 0.21
C -3.41 -2.56 -5.46
O -1.91 -0.02 0.70
H -1.93 1.21 3.16
N 1.16 1.72 -1.75
H 2.97 -3.83 4.59
H -1.62 -1.43 -5.79
C 2.94 -2.22 3.16
C 3.31 1.76 -0.69
O 0.60 2.35 2.84
H -1.24 3.09 1.88
S -0.82 -0.39 -3.22
C -2.35 -1.76 -5.06
N -1.99 2.96 1.20
C -2.17 -1.36 -3.73
C 3.13 1.62 -3.09
H 4.41 -3.73 3.58
H -3.94 2.23 1.12
H -2.18 3.82 0.71
H -4.93 -2.91 -2.46
C 1.76 1.64 -2.94
C -3.16 2.40 1.87
C -3.14 -1.81 -2.81
Cl -2.05 3.70 -1.97
C 3.91 1.67 -1.93
H 4.99 1.65 -2.00
C 3.71 -1.12 3.53
C 1.79 -2.00 2.41
C 3.34 0.17 3.16
S 1.69 2.02 1.95
H 3.95 1.02 3.43
C -4.21 -2.60 -3.20
H -5.19 -3.61 -4.84
H 3.57 1.55 -4.07
C 1.41 -0.72 2.03
O -3.30 -1.19 1.99
C 1.90 1.79 -0.64
N 1.11 1.87 0.50
H -3.04 -1.52 -1.77
O 2.88 2.84 2.05
H 1.08 1.57 -3.79
C 3.33 -3.61 3.58
C -2.86 1.08 2.59
C 2.20 0.37 2.41
H -3.50 -2.84 -6.50
C -2.69 -0.16 1.70
H 4.62 -1.27 4.11
H 2.90 -4.36 2.92
H 0.50 -0.57 1.45
```

total charge = -2
energy relative to the best compared isomer or geometry (same formula, charge and spin) = 10.51 kJ/mol
HOMO = -1.29 eV

=====

Record 3
# C45H46Br2DyN8O2Si2

C45H46Br2DyN8O2Si2 as an isolated structure in a non-equilibrium geometry (ωB97M-V/def2-TZVPD, the OMol25 dataset).

Structure (XYZ):
```
106
C45H46Br2DyN8O2Si2, DFT ωB97M-V/def2-TZVPD
C -2.76 -0.46 4.06
C 5.20 -2.83 -1.80
H -1.45 -2.59 -3.70
C -0.97 2.55 -3.49
C -3.71 -4.42 2.74
C 2.80 -2.85 -1.60
H 1.59 -4.64 -2.10
O -1.91 -1.49 -0.50
C 1.56 4.52 -0.51
H 1.14 0.43 -4.87
C -2.76 -3.13 0.97
C -2.93 0.97 1.80
H -0.95 1.68 4.32
H 1.43 4.87 4.07
Si 0.61 3.02 2.58
H -2.02 4.37 -2.98
H -4.76 0.39 4.53
H 2.39 4.81 2.65
H 0.79 1.02 3.94
C -2.99 -5.32 -2.48
H -0.98 3.98 0.90
O -0.48 -2.39 0.89
C 3.92 -1.02 -0.89
H 3.96 -0.04 -0.41
C -1.78 -0.55 3.10
H -4.81 1.62 2.41
H 4.82 2.67 1.05
H -0.80 5.00 2.39
N 2.74 -1.60 -1.17
H -3.66 2.51 0.47
Si 2.36 2.92 0.05
H 4.62 3.88 -0.17
C -1.55 4.36 -4.97
H 3.23 2.16 3.26
H 2.51 -2.41 1.56
C 2.16 0.87 1.95
H 1.94 4.94 -1.42
C -1.65 -3.48 -3.09
C 3.97 0.15 3.33
C 3.98 -3.50 -1.93
C -4.97 -4.18 2.27
H -1.75 3.52 2.43
H -3.44 -4.08 -4.19
C 0.14 1.92 4.15
N -1.91 2.34 -1.34
N 1.95 -0.45 1.59
C -0.88 3.70 -5.99
H 1.63 5.34 0.22
C -0.73 -3.78 -2.11
Br -4.48 -6.44 -2.75
Dy -0.14 -0.13 0.26
C 1.87 4.16 3.39
C -5.24 -3.53 1.06
C -1.05 -4.79 -1.25
H -4.26 -2.44 -0.48
H -1.98 5.34 -5.10
C -1.54 3.84 -3.73
C 3.83 -1.19 2.88
H 3.90 4.27 1.43
C 2.79 -1.40 2.02
N -1.94 1.57 -0.20
H 1.04 -0.63 -2.89
C 2.49 1.81 -1.52
C 1.52 -3.55 -1.89
C 3.16 1.19 2.88
H 0.42 2.06 -6.58
C 1.30 1.87 1.26
C -0.14 2.57 -5.76
H 2.24 0.79 -1.42
N 0.40 -2.95 -1.95
C -3.89 0.33 3.85
C -0.86 3.97 1.99
N 0.47 0.80 -4.19
C -1.66 -2.36 0.36
C -2.60 -3.95 2.11
C -1.06 1.85 -2.19
H -1.67 -4.18 2.58
H 1.89 2.21 -2.38
N -1.86 0.17 2.00
H -0.95 -1.30 3.13
H -0.86 4.09 -6.99
H 4.53 -1.97 3.13
C -3.96 1.06 2.72
H -2.47 -6.38 -0.68
C -2.90 1.74 0.57
C 5.14 -1.56 -1.26
H -3.61 -5.04 3.64
H 2.64 3.65 3.94
H 6.14 -3.30 -2.03
C 4.05 3.41 0.68
H 3.46 1.84 -2.05
N -0.32 0.67 -2.01
H 6.00 -0.97 -1.05
C -2.78 -4.27 -3.36
H 4.86 0.31 3.93
H -2.78 -1.11 4.93
H 0.55 4.31 -0.81
H -0.33 -5.01 -0.43
H 0.51 2.48 5.01
H -6.23 -3.33 0.65
C -4.09 -3.00 0.44
C 0.39 0.23 -2.97
C -2.18 -5.56 -1.38
H 4.02 -4.53 -2.17
C -0.23 1.99 -4.49
Br -6.39 -5.04 3.13
```

total charge = +1
spin multiplicity = 6
energy relative to the best compared isomer or geometry (same formula, charge and spin) = 191.87 kJ/mol
HOMO (alpha / beta) = -10.01 / -10.08 eV

=====

Record 4
# CH2CaCsO

CH2CaCsO as an isolated structure in a non-equilibrium geometry (ωB97M-V/def2-TZVPD, the OMol25 dataset).

Structure (XYZ):
```
6
CH2CaCsO, DFT ωB97M-V/def2-TZVPD
C -0.72 -0.74 1.04
Cs 1.80 -2.46 2.67
O 0.37 -0.14 0.74
H -0.92 1.56 -2.46
H -1.61 -0.08 0.87
Ca 1.08 1.86 -2.85
```

total charge = +1
HOMO (alpha / beta) = -7.76 / -8.26 eV

=====

Record 5
# C8H9NOS

A 2-piece molecular cluster, C8H9NOS overall in a non-equilibrium geometry (ωB97M-V/def2-TZVPD, the OMol25 dataset).

Structure (XYZ):
```
20
C8H9NOS, DFT ωB97M-V/def2-TZVPD
H -4.17 -0.02 -0.66
C 1.62 -0.50 -0.68
H -0.34 2.43 1.63
H 2.97 0.99 -0.90
H 2.69 -0.14 -2.27
H -2.57 2.05 -0.81
C -0.68 -0.46 -0.18
C 0.67 -0.92 0.12
S -2.16 -1.47 -0.34
H -0.15 -2.82 0.65
C 0.73 -2.16 0.94
C 0.56 2.01 1.07
H 1.73 -2.61 0.71
C 2.50 0.21 -1.33
N -0.88 0.81 -0.28
H 0.92 2.52 0.17
C -3.04 -0.05 -0.65
H 0.66 -1.97 1.95
O 1.17 1.08 1.51
C -2.21 1.04 -0.65
```

energy relative to the best compared isomer or geometry (same formula, charge and spin) = 411.84 kJ/mol
HOMO = -8.54 eV

=====

Record 6
# C10H16OS

A 2-piece molecular cluster, C10H16OS overall in a non-equilibrium geometry (ωB97M-V/def2-TZVPD, the OMol25 dataset).

Structure (XYZ):
```
28
C10H16OS, DFT ωB97M-V/def2-TZVPD
S -1.42 -1.31 1.84
H 0.49 -0.66 -3.80
C -2.14 -1.94 3.42
H 1.27 -2.05 -1.65
H -1.93 -1.33 4.32
H 1.74 -1.85 -4.12
H -3.62 -0.83 1.37
H -0.58 3.69 0.45
O -0.27 2.98 1.02
H 2.94 -1.46 -1.98
C 1.62 0.06 -1.10
H -2.62 0.54 0.82
H 0.55 0.85 2.06
H 1.62 -1.08 0.64
H -1.97 -2.95 3.78
H -3.07 0.43 2.49
C 0.87 2.36 -1.00
C 1.52 1.33 -1.68
H 0.88 3.40 -1.34
H 1.97 1.60 -2.64
C -2.77 -0.17 1.62
C 1.84 -1.18 -1.97
C 0.51 2.07 0.34
C 1.51 -1.01 -3.45
H -3.21 -1.98 3.22
C 1.35 -0.10 0.25
C 0.74 0.88 1.02
H 2.20 -0.30 -3.91
```

energy relative to the best compared isomer or geometry (same formula, charge and spin) = 137.30 kJ/mol
HOMO = -8.04 eV

=====

Record 7
# C3H6NO3

A 2-piece molecular cluster, C3H6NO3 overall in a non-equilibrium geometry (ωB97M-V/def2-TZVPD, the OMol25 dataset).

Structure (XYZ):
```
13
C3H6NO3, DFT ωB97M-V/def2-TZVPD
H 0.93 -1.72 0.03
C 2.24 0.08 0.00
O 2.79 1.23 -0.03
O -0.03 -1.26 0.01
H -2.91 -0.08 -0.72
H -1.06 1.80 0.12
N -2.36 -0.14 0.04
H -2.87 -0.05 0.88
O 2.47 -1.07 0.08
H 3.66 1.38 -0.37
H -1.77 -1.01 0.03
C 0.09 0.11 -0.09
C -1.16 0.74 0.01
```

total charge = +1
energy relative to the best compared isomer or geometry (same formula, charge and spin) = 353.58 kJ/mol
HOMO = -13.56 eV

=====

Record 8
# H8N2Si2

An isolated molecule of H8N2Si2 in a non-equilibrium geometry (ωB97M-V/def2-TZVPD, the OMol25 dataset).

Structure (XYZ):
```
12
H8N2Si2, DFT ωB97M-V/def2-TZVPD
H -2.70 0.57 1.43
H 1.14 0.94 0.86
H -3.41 -0.57 -0.32
H 3.16 0.07 -0.96
H -0.12 -1.78 1.00
N 2.63 -0.08 0.03
H 3.07 0.36 0.77
H -2.32 1.50 -0.94
Si -0.28 -0.69 -0.11
H -0.19 -1.30 -1.61
N 1.38 0.70 -0.08
Si -2.36 0.28 -0.06
```

energy relative to the best compared isomer or geometry (same formula, charge and spin) = 477.99 kJ/mol
HOMO = -8.31 eV

=====

Record 9
# C22H33O17Pt

C22H33O17Pt as an isolated structure in a non-equilibrium geometry (ωB97M-V/def2-TZVPD, the OMol25 dataset).

Structure (XYZ):
```
73
C22H33O17Pt, DFT ωB97M-V/def2-TZVPD
O 3.82 -2.37 1.82
O 1.95 -3.31 1.12
H -4.20 -2.34 -0.35
O -1.14 0.86 -1.78
H 4.84 5.52 -0.20
H -4.59 2.99 -3.15
H -3.42 3.49 2.08
C 2.31 -5.59 1.67
H 2.73 5.26 1.08
C -1.30 3.01 2.48
O -1.57 -2.64 -2.47
C 2.13 -1.07 -3.58
O 2.14 3.27 0.71
C 2.67 -1.81 -4.77
Pt 1.15 -0.03 -1.43
H -2.87 -4.98 -1.00
C 2.36 -4.15 2.19
H -4.99 -3.90 -0.54
C 5.38 4.84 0.47
C 3.00 4.24 1.34
H 6.25 4.45 -0.05
C -2.31 0.97 -1.62
H -0.90 4.01 2.26
C -4.07 -3.41 -0.20
C -2.74 3.17 2.87
O 2.46 1.55 -0.69
C -0.99 -2.61 -1.27
H 3.55 -1.26 -5.10
H 4.85 3.18 1.74
H 5.74 5.41 1.33
H 2.89 4.13 2.42
H -3.94 -3.65 0.86
H -2.81 3.94 3.65
C -0.20 1.26 1.55
O -3.21 -0.01 -1.49
H -0.98 1.80 4.29
H 3.16 -5.79 1.03
H 1.69 -3.97 3.03
H 1.96 -1.81 -5.59
H 2.32 -6.33 2.47
C -2.77 -3.38 -2.40
C -4.55 0.52 -1.50
O 4.14 2.88 -0.14
O -0.09 -1.89 -0.98
O -2.91 2.16 -1.43
C 3.77 -3.62 2.52
H 1.38 -5.62 1.11
H 4.00 -3.58 3.58
O -1.64 -3.38 -0.39
O 2.45 -1.22 0.45
H -4.75 4.04 -1.82
O 0.95 -0.61 -3.57
C -2.85 -3.90 -0.97
H -3.60 -2.70 -2.61
H 2.99 -2.83 -4.55
O 2.85 -0.91 -2.54
O 0.31 1.35 2.77
H -2.78 -4.17 -3.15
H -3.25 2.30 3.30
C -0.40 2.34 3.53
H 4.51 -4.30 2.10
H -5.08 0.02 -0.70
C -4.31 2.03 -1.22
O 0.16 0.47 0.72
H -5.11 0.33 -2.42
C 4.40 3.80 0.95
C 2.88 2.46 -0.05
H -4.54 2.23 -0.17
O -1.16 2.16 1.35
C 2.70 -2.18 1.13
C -4.99 3.03 -2.14
H 0.25 2.92 4.17
H -6.08 2.95 -2.10
```

total charge = +1
spin multiplicity = 3
energy relative to the best compared isomer or geometry (same formula, charge and spin) = 51.09 kJ/mol
HOMO (alpha / beta) = -10.60 / -10.90 eV

=====

Record 10
# C27H46O9Si

A 3-piece molecular cluster, C27H46O9Si overall in a non-equilibrium geometry (ωB97M-V/def2-TZVPD, the OMol25 dataset).

Structure (XYZ):
```
83
C27H46O9Si, DFT ωB97M-V/def2-TZVPD
C -2.79 -1.84 -2.71
H 2.36 0.78 -2.33
H -3.30 0.14 -6.74
H 6.25 -0.22 -2.53
H -1.27 -1.68 5.16
H 4.67 -0.56 -7.56
C 6.11 -0.52 -4.62
H 1.96 -1.14 4.46
H -5.64 -1.91 -6.16
H 1.84 0.93 9.24
C -1.46 -0.13 0.39
C -0.30 -1.60 5.66
C -0.68 3.52 0.74
C 3.67 1.29 -3.94
H -6.18 -0.85 -3.12
H -1.42 2.78 3.96
H -1.75 1.97 8.62
C -1.43 1.38 2.37
H -1.09 -2.66 7.31
H -4.04 -2.64 -6.22
H -4.74 1.11 -6.24
H 0.67 -0.62 3.33
H 6.77 -1.39 -4.51
H -1.39 0.70 9.81
H -0.40 4.34 0.09
H -0.53 2.27 9.88
H -1.73 0.55 3.00
O 5.14 -0.82 -5.60
C -3.81 0.64 -5.91
H 1.55 0.99 -3.90
O 0.25 -0.33 5.34
H 1.65 0.59 4.19
H -0.77 4.66 2.53
C -2.07 -0.07 -1.00
H -1.84 -2.38 -2.64
O 0.12 2.48 -1.96
H 3.82 1.06 -5.00
O 4.85 1.06 -3.19
C -1.24 2.64 2.90
C -5.57 -0.03 -3.53
H 5.80 0.64 -6.92
C 1.02 0.26 8.97
H 2.14 -2.63 -2.83
C -0.96 1.51 9.21
O 0.69 -1.94 7.89
H 2.46 -1.23 8.52
H -3.14 1.39 -5.50
H 4.76 -1.01 -3.00
C 1.95 -1.58 -2.61
H 1.86 -0.42 7.09
H 2.42 -1.33 -1.66
C -0.87 2.27 0.22
H -3.58 -2.60 -2.84
H -3.04 -1.89 -0.57
C -3.06 -1.15 -1.37
C -0.50 -1.75 7.15
H 6.72 0.35 -4.92
H 3.49 2.36 -3.87
C 2.44 0.59 -3.40
C -0.88 3.68 2.09
H 0.63 -0.21 9.88
C 5.53 -0.42 -6.90
O 2.48 -0.81 -3.66
H -5.25 0.66 -2.75
H 0.35 -2.41 5.30
C -0.72 1.97 -1.25
H -1.09 -0.92 7.56
C -1.24 1.21 1.03
C -4.79 -2.22 -5.55
H 6.36 -1.03 -7.26
H -2.10 1.09 -2.77
C -1.69 0.94 -1.77
H -5.16 -2.96 -4.83
O -2.73 -0.97 -3.83
C 5.46 -0.22 -3.28
Si -4.18 -0.70 -4.62
H 0.86 -1.43 -2.54
O -1.16 -1.19 0.91
O 0.02 1.02 8.32
C 1.56 -0.83 8.05
H -6.25 0.51 -4.19
C 1.18 -0.39 4.27
H -4.06 -0.70 -1.31
```

HOMO = -8.83 eV

=====

Record 11
# C3H6N2O

An isolated molecule of C3H6N2O in a non-equilibrium geometry (ωB97M-V/def2-TZVPD, the OMol25 dataset).

Structure (XYZ):
```
12
C3H6N2O, DFT ωB97M-V/def2-TZVPD
N 0.28 -0.14 -0.49
H 1.61 -1.42 0.48
C 1.52 0.60 -0.38
H 0.75 -0.22 1.62
H 1.44 1.62 -0.05
O -1.18 1.49 0.24
N -2.00 -0.57 -0.13
C 1.10 -0.53 0.61
H -2.91 -0.29 -0.01
H 2.37 0.49 -1.11
C -0.95 0.35 -0.06
H -2.02 -1.38 -0.72
```

energy relative to the best compared isomer or geometry (same formula, charge and spin) = 176.86 kJ/mol
HOMO = -9.62 eV

=====

Record 12
# C15H15N2O6Pm

C15H15N2O6Pm as an isolated structure in a non-equilibrium geometry (ωB97M-V/def2-TZVPD, the OMol25 dataset).

Structure (XYZ):
```
39
C15H15N2O6Pm, DFT ωB97M-V/def2-TZVPD
H 0.95 -2.14 1.87
C 6.06 4.63 -3.07
O 7.18 1.29 0.89
C 6.11 1.17 0.38
H -1.13 -1.97 0.75
H -5.73 -0.32 0.88
H -3.39 -2.16 2.92
H -4.49 -2.38 1.57
C 3.55 1.51 1.33
O -2.19 0.20 -2.12
N 1.74 0.30 -0.27
H -6.49 -0.26 -0.69
C -5.57 -0.03 -0.15
O 6.30 5.79 -3.29
C 0.85 -1.42 1.14
Pm 4.05 1.19 -0.57
O 3.04 1.72 2.35
C -4.43 -0.81 -0.79
C -0.42 -1.22 0.42
C -3.09 -0.72 1.35
H 2.73 -0.78 1.35
C -0.55 -0.21 -0.43
C 4.20 -0.83 -0.50
H -2.81 -2.91 1.44
C 1.87 -0.50 0.68
O 5.74 1.46 -3.28
C -3.46 -2.13 1.84
H 4.52 2.91 -0.46
H -3.79 0.00 1.79
H -4.64 -1.88 -0.69
H -2.13 -0.40 1.78
O 4.00 -1.96 -0.48
C -2.01 -0.15 -0.92
N -3.08 -0.55 -0.13
H -5.38 1.04 -0.21
H -4.37 -0.59 -1.86
C 5.21 1.30 -2.25
H 0.47 1.30 -1.70
C 0.57 0.51 -0.86
```

total charge = +2
spin multiplicity = 5
energy relative to the best compared isomer or geometry (same formula, charge and spin) = 1162.02 kJ/mol
HOMO (alpha / beta) = -14.38 / -15.14 eV

=====

Record 13
# C2H5N3

An isolated molecule of C2H5N3 in a non-equilibrium geometry (ωB97M-V/def2-TZVPD, the OMol25 dataset).

Structure (XYZ):
```
10
C2H5N3, DFT ωB97M-V/def2-TZVPD
N -2.92 -0.02 0.18
H 0.35 -1.47 -0.29
N -1.86 -0.15 0.77
C 1.66 0.29 -0.05
H 2.00 0.33 -1.09
H -2.86 0.24 -0.83
H 1.55 1.30 0.32
N -0.69 0.14 0.42
H 2.41 -0.23 0.53
C 0.36 -0.43 0.03
```

energy relative to the best compared isomer or geometry (same formula, charge and spin) = 246.96 kJ/mol
HOMO = -9.07 eV